Entry 1:
29
Properties=species:S:1:pos:R:3:mulliken_charge:R:1 method="wB97M-V/def2-TZVPD" homo_lumo_gap_ev=10.0 lumo_energy_ev=-2.6 total_charge=+1 homo_energy_ev=-12.54
C -1.194 1.588 -1.389 -1.55
C -0.264 1.466 -0.193 -0.45
C -1.314 -0.218 1.276 -0.58
C -1.762 -1.607 0.862 -0.58
C 1.207 0.130 1.093 -0.92
C 2.723 -0.393 -0.177 0.83
N -0.111 0.114 0.417 0.29
N -1.612 -1.624 -0.575 -0.59
O 1.649 1.328 1.598 -0.56
O 3.406 0.753 -0.159 -0.51
O 2.159 -0.661 -1.384 -0.54
O 3.343 -1.452 0.401 -0.51
H -2.186 1.318 -1.178 0.43
H -1.258 2.644 -1.583 0.42
H -0.993 0.963 -2.194 0.41
H 0.727 1.609 -0.650 0.32
H -0.392 2.183 0.559 0.48
H -2.279 0.464 1.107 0.28
H -1.037 -0.222 2.306 0.37
H -2.789 -1.779 1.174 0.40
H -1.010 -2.323 1.319 0.34
H 1.325 -0.664 1.762 0.73
H -2.362 -1.072 -1.073 0.20
H -1.819 -2.538 -1.078 0.27
H -0.330 -0.649 -0.320 0.54
H 2.202 1.667 0.893 0.48
H 3.467 1.108 -1.000 0.30
H 2.099 -1.584 -1.692 0.34
H 3.834 -1.139 1.118 0.35

Entry 2:
26
Properties=species:S:1:pos:R:3:mulliken_charge:R:1 method="wB97M-V/def2-TZVPD" homo_lumo_gap_ev=9.5 lumo_energy_ev=-3.5 total_charge=+1 homo_energy_ev=-12.99 smiles=CC[N@@+]1(C)CCN(C)[SiH2]1
C -0.952 -2.712 -1.175 -1.11
C -0.280 -2.055 0.036 -0.51
N 0.198 -0.702 -0.129 0.07
C 1.191 -0.760 -1.159 -1.01
C -0.925 0.275 -0.538 -0.76
C -0.492 1.773 -0.371 -0.72
N 0.311 1.852 0.826 0.29
C 0.382 3.017 1.648 -1.10
Si 0.881 0.399 1.605 0.24
H -0.240 -3.001 -1.981 0.32
H -1.603 -3.534 -0.810 0.36
H -1.616 -1.898 -1.537 0.32
H 0.594 -2.598 0.309 0.50
H -1.064 -2.119 0.832 0.38
H 1.781 -1.649 -1.106 0.39
H 0.572 -1.106 -2.085 0.38
H 1.750 0.210 -1.315 0.29
H -1.707 0.188 0.241 0.35
H -1.218 -0.062 -1.503 0.57
H 0.018 2.210 -1.288 0.31
H -1.413 2.362 -0.225 0.37
H 0.600 3.898 1.023 0.35
H -0.544 3.193 2.106 0.38
H 1.243 2.848 2.342 0.36
H 2.469 0.269 1.615 0.01
H 0.064 -0.299 2.638 -0.03

Entry 3:
26
Properties=species:S:1:pos:R:3:mulliken_charge:R:1 method="wB97M-V/def2-TZVPD" homo_lumo_gap_ev="6.6 / 6.2" lumo_energy_ev="0.6 / 0.7" homo_energy_ev="-6.00 / -5.52"
C 0.113 -1.158 -0.445 0.73
C 0.240 1.299 0.240 0.99
C -0.450 -0.754 0.767 -0.90
C -0.750 -1.449 -1.629 -1.58
C 0.248 1.716 -1.204 -1.70
C -0.747 2.071 1.082 -1.64
N 1.425 -1.343 -0.561 -0.19
N 1.584 1.241 0.766 -0.51
N -0.864 -2.936 1.003 -0.83
H 1.819 -1.536 -1.467 0.26
H 2.021 -0.868 0.111 0.31
H 1.600 1.300 1.777 0.22
H 2.188 1.977 0.402 0.23
H -0.146 -3.182 1.688 0.15
H -1.725 -2.887 1.554 0.18
H -1.502 -0.546 0.820 0.45
H 0.136 -0.696 1.667 0.40
H -1.040 -2.498 -1.552 0.45
H -1.656 -0.846 -1.599 0.28
H -0.228 -1.267 -2.570 0.43
H 0.574 2.767 -1.312 0.47
H -0.747 1.645 -1.647 0.33
H 0.933 1.109 -1.802 0.37
H -0.499 3.145 1.105 0.41
H -1.762 1.978 0.688 0.36
H -0.763 1.717 2.117 0.35

Entry 4:
26
Properties=species:S:1:pos:R:3:mulliken_charge:R:1 method="wB97M-V/def2-TZVPD" homo_lumo_gap_ev="7.5 / 9.1" lumo_energy_ev="-10.4 / -10.0" total_charge=+2 homo_energy_ev="-17.99 / -19.02"
C 1.008 -0.121 0.009 0.40
C 2.934 -1.536 0.203 -0.85
C 1.191 2.386 -0.014 -0.90
C -1.754 0.701 -1.031 -0.66
C -1.946 -1.622 -0.310 -0.97
C -1.917 0.173 1.393 -0.96
N 1.557 -1.230 0.176 -0.06
N 1.452 1.024 -0.513 -0.25
N -1.620 -0.253 0.034 0.30
H 3.476 -0.505 0.126 0.27
H 3.322 -1.824 1.154 0.37
H 3.275 -2.106 -0.631 0.37
H 2.097 2.771 0.124 0.47
H 0.824 2.292 0.990 0.34
H 0.488 2.983 -0.605 0.31
H -2.594 1.316 -0.743 0.38
H -0.833 1.355 -1.159 0.03
H -1.742 0.251 -2.000 0.44
H -2.470 -2.065 0.419 0.43
H -2.624 -1.782 -1.177 0.39
H -1.072 -2.164 -0.636 0.36
H -1.217 0.948 1.600 0.32
H -2.870 0.528 1.415 0.51
H -1.988 -0.650 2.113 0.37
H 0.891 -1.917 0.454 0.23
H 2.134 1.046 -1.390 0.36

Entry 5:
26
Properties=species:S:1:pos:R:3:mulliken_charge:R:1 method="wB97M-V/def2-TZVPD" homo_lumo_gap_ev=10.4 lumo_energy_ev=-8.1 total_charge=+2 homo_energy_ev=-18.53
C -2.499 1.384 0.147 0.38
C -3.087 2.160 1.110 -0.75
C -0.327 -2.732 -0.947 -1.14
C 3.043 1.360 0.145 -1.22
C -0.468 -1.967 0.382 -0.50
C 1.756 0.783 -0.593 -0.33
N -1.949 0.827 -0.719 -0.12
N -0.065 -0.546 0.500 -0.37
N 1.349 -0.420 0.229 0.02
H -4.243 2.006 1.071 0.39
H -2.433 2.144 1.942 0.33
H -3.123 3.163 0.502 0.36
H -1.090 -3.362 -1.166 0.38
H -0.293 -2.005 -1.770 0.35
H 0.473 -3.481 -0.900 0.41
H 4.052 0.822 0.063 0.33
H 3.291 2.312 -0.368 0.37
H 2.780 1.503 1.169 0.44
H 0.076 -2.438 1.354 0.40
H -1.514 -2.062 0.814 0.36
H 2.026 0.711 -1.731 0.31
H 0.975 1.493 -0.636 0.31
H -1.841 0.059 -1.328 0.33
H -0.407 -0.009 -0.177 0.13
H 1.861 -0.380 1.142 0.41
H 1.659 -1.325 -0.235 0.40

Entry 6:
31
Properties=species:S:1:pos:R:3:mulliken_charge:R:1 method="wB97M-V/def2-TZVPD" homo_lumo_gap_ev=9.4 lumo_energy_ev=-7.5 total_charge=+2 homo_energy_ev=-16.87
C 0.852 2.294 -0.406 -0.19
C 2.641 0.906 0.406 0.30
C -2.886 -1.282 1.418 -0.81
C -2.215 -1.439 -1.028 -1.04
C -1.220 1.361 -0.991 -0.90
C -2.161 0.757 0.102 -0.82
N 0.089 1.237 -0.540 -0.06
N 3.886 0.879 0.870 -0.30
N 2.991 -2.079 0.155 -0.45
N 2.136 2.098 0.025 -0.03
N -2.039 -0.676 0.268 0.20
O 0.734 -1.458 0.564 -0.67
O 1.668 -0.725 -1.618 -0.45
S 1.812 -1.094 -0.289 1.18
H 0.773 3.371 -0.773 0.33
H -3.820 -1.699 1.125 0.40
H -2.192 -1.907 1.897 0.35
H -3.028 -0.394 2.112 0.33
H -3.097 -1.002 -1.533 0.43
H -1.416 -1.370 -1.823 0.26
H -2.537 -2.400 -0.816 0.48
H -1.464 2.395 -1.252 0.52
H -1.228 0.865 -1.983 0.34
H -2.114 1.330 1.013 0.43
H -3.310 0.944 -0.200 0.45
H 4.238 1.813 0.888 0.19
H 4.376 0.015 1.205 0.28
H 2.816 -2.691 0.887 0.25
H 3.903 -2.055 -0.399 0.32
H 2.819 2.856 0.093 0.31
H -1.009 -0.849 0.622 0.40

Entry 7:
25
Properties=species:S:1:pos:R:3:mulliken_charge:R:1 method="wB97M-V/def2-TZVPD" homo_lumo_gap_ev="2.6 / 9.3" s_squared=0.7503 lumo_energy_ev="3.9 / 3.8" total_charge=-1 homo_energy_ev="1.26 / -5.48" multiplicity=2
C 1.274 -2.068 -0.933 -1.91
N 0.311 -0.963 -0.613 0.34
C 0.786 -0.014 0.438 -0.56
C -0.453 0.578 1.078 1.27
C 0.049 1.360 2.292 -2.04
C -1.361 1.405 0.150 -2.91
C 1.831 0.936 -0.084 -2.09
H 2.063 -1.925 -0.158 0.32
H 1.602 -2.003 -1.958 0.52
H 0.781 -2.997 -0.707 0.30
H -0.074 -0.528 -1.437 0.28
H 1.303 -0.696 1.157 0.54
H -0.999 -0.333 1.473 0.75
H -0.545 2.296 2.562 0.61
H -0.098 0.684 3.129 0.26
H 1.055 1.785 2.301 0.35
H -0.812 1.845 -0.672 0.42
H -1.804 2.291 0.588 1.12
H -2.257 0.818 -0.072 0.01
H 2.717 0.939 0.557 0.42
H 2.099 0.545 -1.113 0.92
H 1.564 1.989 -0.201 0.06
H -1.643 -1.465 -1.206 0.38
H -2.134 -0.260 -1.949 0.35
O -2.240 -1.223 -1.936 -0.72

Entry 8:
25
Properties=species:S:1:pos:R:3:mulliken_charge:R:1 method="wB97M-V/def2-TZVPD" homo_lumo_gap_ev=9.9 lumo_energy_ev=0.9 homo_energy_ev=-9.01 smiles=CC[C@@H](C)[C@H](C)N.O
C -0.262 2.156 -1.655 -1.28
C -0.333 1.218 -0.433 -0.22
C -0.387 -0.242 -0.790 0.14
C 0.944 -0.718 -1.357 -1.32
C -0.782 -1.139 0.424 0.46
C 0.158 -1.296 1.587 -1.35
N -1.400 -2.401 -0.013 -0.62
H 0.412 3.019 -1.467 0.32
H -1.236 2.536 -1.940 0.33
H 0.181 1.574 -2.462 0.33
H -1.134 1.581 0.244 0.49
H 0.609 1.362 0.128 0.09
H -1.167 -0.398 -1.563 0.22
H 0.889 -1.706 -1.870 0.29
H 1.494 -0.128 -2.082 0.43
H 1.605 -0.711 -0.450 0.27
H -1.639 -0.561 0.932 0.09
H 1.185 -1.732 1.412 0.29
H 0.380 -0.326 2.019 0.27
H -0.284 -1.852 2.410 0.44
H -0.970 -2.802 -0.829 0.22
H -1.426 -3.044 0.766 0.24
O 0.828 2.038 2.556 -0.71
H 0.716 2.011 1.603 0.27
H 1.618 1.563 2.830 0.32

Entry 9:
25
Properties=species:S:1:pos:R:3:mulliken_charge:R:1 method="wB97M-V/def2-TZVPD" homo_lumo_gap_ev=9.5 lumo_energy_ev=0.9 homo_energy_ev=-8.62 smiles=CCCCCNC.O
C 1.222 2.209 -1.637 -1.19
C 0.155 1.511 -0.778 -0.03
C 0.705 0.393 0.100 -0.89
C 1.019 -0.885 -0.709 -0.47
C -0.216 -1.728 -0.996 -0.69
N -0.717 -2.356 0.213 -0.26
C -0.051 -3.562 0.664 -0.93
H 1.017 2.072 -2.701 0.27
H 2.216 1.804 -1.443 0.32
H 1.260 3.285 -1.459 0.36
H -0.395 2.225 -0.163 0.10
H -0.617 1.077 -1.412 0.20
H 1.587 0.701 0.658 0.37
H -0.031 0.097 0.849 0.37
H 1.660 -1.514 -0.092 0.25
H 1.557 -0.616 -1.615 0.40
H 0.038 -2.472 -1.775 0.22
H -1.062 -1.196 -1.428 0.44
H -1.716 -2.496 0.187 0.23
H 1.027 -3.490 0.568 0.31
H -0.286 -3.735 1.714 0.30
H -0.348 -4.476 0.121 0.30
O -1.710 3.758 2.851 -0.64
H -2.316 4.472 2.629 0.32
H -1.809 3.141 2.110 0.32

Entry 10:
25
Properties=species:S:1:pos:R:3:mulliken_charge:R:1 method="wB97M-V/def2-TZVPD" homo_lumo_gap_ev="6.1 / 5.8" s_squared=0.7551 lumo_energy_ev="-7.8 / -8.0" total_charge=+1 homo_energy_ev="-13.82 / -13.77" multiplicity=2
C -0.222 -1.524 1.910 -0.85
N 0.171 -1.631 0.480 0.00
C -0.585 -0.758 -0.424 -0.05
C -0.089 0.761 -0.372 1.95
C -1.203 1.755 -0.745 -1.53
C 1.302 1.047 -0.914 -1.74
C -0.313 -1.310 -1.851 -1.41
H 0.562 -1.935 2.560 0.34
H -0.475 -0.492 2.116 0.57
H -1.044 -2.212 2.114 0.37
H 0.139 -2.617 0.211 0.34
H -1.602 -0.849 -0.012 0.41
H -0.028 0.954 0.737 -1.21
H -1.662 1.668 -1.738 0.33
H -0.835 2.765 -0.635 0.40
H -1.975 1.526 -0.009 0.40
H 1.775 1.832 -0.330 0.44
H 2.005 0.241 -0.665 0.48
H 1.292 1.345 -1.963 0.39
H 0.774 -1.176 -1.953 0.46
H -0.759 -0.677 -2.599 0.37
H -0.385 -2.388 -1.956 0.40
H 1.892 0.546 1.702 0.28
H 1.115 1.390 2.167 0.22
O 0.151 1.739 2.168 -0.36

Entry 11:
26
Properties=species:S:1:pos:R:3:mulliken_charge:R:1 method="wB97M-V/def2-TZVPD" homo_lumo_gap_ev=8.7 lumo_energy_ev=0.7 homo_energy_ev=-8.00 smiles="CCC/C=C/NC.O.O"
C -2.060 -1.762 -0.943 -1.07
C -0.617 -2.321 -0.934 -0.58
C 0.225 -1.808 0.248 -0.93
C 0.457 -0.314 0.228 -0.08
C 1.542 0.211 0.810 -0.45
N 1.814 1.533 1.035 -0.15
C 0.891 2.581 0.623 -1.05
H -2.127 -0.845 -0.350 0.25
H -2.434 -1.637 -1.946 0.26
H -2.680 -2.465 -0.405 0.37
H -0.070 -2.204 -1.872 0.37
H -0.711 -3.394 -0.778 0.33
H 1.159 -2.364 0.239 0.37
H -0.332 -2.071 1.144 0.22
H -0.259 0.242 -0.352 0.58
H 2.260 -0.454 1.261 0.37
H 2.671 1.861 1.442 0.22
H 1.399 3.547 0.537 0.33
H 0.215 2.767 1.453 0.41
H 0.438 2.421 -0.355 0.24
O 1.162 1.235 -2.964 -0.65
H 1.476 1.520 -2.100 0.33
H 0.315 0.808 -2.802 0.33
O -1.806 1.276 2.382 -0.66
H -0.952 1.316 1.934 0.31
H -1.974 0.320 2.464 0.31

Entry 12:
26
Properties=species:S:1:pos:R:3:mulliken_charge:R:1 method="wB97M-V/def2-TZVPD" homo_lumo_gap_ev=8.3 lumo_energy_ev=0.7 homo_energy_ev=-7.57 smiles="CCC/C(C)=C/N.O.O"
C 0.750 -2.136 -1.866 -1.21
C -0.290 -2.326 -0.760 -0.63
C -0.949 -0.928 -0.293 -0.64
C -0.344 -0.402 0.970 0.39
C -1.341 -0.279 2.098 -1.74
C 0.927 0.097 1.168 -0.05
N 1.419 0.664 2.376 -0.57
H 1.696 -1.804 -1.450 0.26
H 0.843 -3.063 -2.374 0.42
H 0.478 -1.478 -2.637 0.31
H 0.239 -2.862 0.012 0.34
H -1.015 -3.089 -1.011 0.42
H -0.728 -0.211 -1.123 0.16
H -2.017 -0.840 -0.444 0.58
H -1.073 0.542 2.752 0.54
H -1.458 -1.305 2.563 0.24
H -2.210 -0.159 1.637 0.48
H 1.556 0.118 0.269 0.35
H 0.835 0.373 3.134 0.16
H 2.441 0.644 2.567 0.23
O 0.720 1.397 -2.156 -0.54
H 0.143 2.124 -2.277 0.27
H 0.842 1.554 -3.157 0.30
O -0.941 3.018 -0.656 -0.71
H -0.025 3.047 -0.363 0.35
H -1.220 2.286 -0.144 0.29

What are the energy relative to the best compared isomer or geometry (same formula, charge and spin) values for these records? In order: 25.75 30.44 99.92 90.48 78.72 10.09 25.81 17.69 16.00 189.28 26.77 51.62 kcal/mol.